(1)
{"formula": "C4H3I", "method": "wB97M-V/def2-TZVPD", "fmax_ev_per_a": 4.78, "s2": 2.01, "gap_ev": [7.9, 4.7], "homo_ev": [-7.018, -8.198], "spin_multiplicity": 3, "charge": 0, "de_lowest_ev": 1.831, "species": ["C", "C", "C", "H", "H", "I", "H", "C"], "positions_angstrom": [[0.42, -1.73, -0.78], [0.77, -2.62, 0.03], [-0.19, -0.57, -1.25], [-0.10, -2.03, -3.09], [-0.55, 0.38, -1.01], [-1.85, 3.74, 0.24], [1.45, -3.21, 0.62], [-0.03, -1.52, -2.20]]}

***

(2)
{"formula": "C4H3IOS", "method": "wB97M-V/def2-TZVPD", "fmax_ev_per_a": 2.02, "gap_ev": [6.8, 6.8], "homo_ev": [-8.179, -8.188], "charge": 0, "de_lowest_ev": 5.223, "species": ["H", "H", "I", "O", "S", "C", "C", "C", "H", "C"], "positions_angstrom": [[-1.54, -3.00, -0.52], [0.97, 2.29, 0.44], [3.41, 0.23, 0.12], [-0.84, -2.76, 0.13], [-1.55, -0.31, -0.35], [1.57, 0.62, -0.73], [-0.59, -1.54, 0.40], [-0.71, 1.17, 0.07], [-1.36, 1.94, 0.45], [0.63, 1.36, -0.01]]}

***

(3)
{"formula": "C4H3LaO4", "method": "wB97M-V/def2-TZVPD", "fmax_ev_per_a": 4.36, "gap_ev": 8.0, "homo_ev": -27.979, "charge": 4, "species": ["O", "O", "C", "O", "H", "C", "H", "La", "C", "H", "C", "O"], "positions_angstrom": [[2.27, 1.48, 0.14], [-2.42, 2.75, -1.83], [1.85, 0.45, 0.41], [2.04, -0.77, 0.52], [-1.00, -1.64, -0.33], [-2.08, 3.28, -2.77], [1.17, -2.63, 0.24], [-3.04, 1.52, 0.37], [0.95, -1.70, 0.77], [0.89, -1.85, 1.86], [-0.29, -1.06, 0.27], [-0.33, 0.17, 0.34]]}

***

(4)
{"formula": "C4H3MgOTl", "method": "wB97M-V/def2-TZVPD", "fmax_ev_per_a": 5.22, "gap_ev": 4.2, "homo_ev": 1.139, "charge": -2, "species": ["O", "H", "C", "H", "Tl", "C", "C", "H", "C", "Mg"], "positions_angstrom": [[1.05, 0.76, 0.06], [2.43, -0.75, 0.28], [-3.52, 1.42, -0.77], [0.29, -2.31, -0.01], [-1.09, 1.18, -0.48], [0.48, -1.47, 0.67], [-3.16, 0.66, -1.71], [-0.01, -1.42, 1.64], [1.36, -0.51, 0.31], [2.16, 2.44, 0.03]]}

***

(5)
{"formula": "C4H3N", "method": "wB97M-V/def2-TZVPD", "fmax_ev_per_a": 2.01, "smiles": "C#CCC#N", "gap_ev": 11.3, "homo_ev": -10.708, "charge": 0, "de_lowest_ev": 0.956, "species": ["H", "C", "H", "C", "C", "N", "C", "H"], "positions_angstrom": [[-0.90, -0.65, 0.69], [-0.43, -0.55, -0.31], [-0.41, -1.52, -0.83], [0.91, 0.07, -0.28], [2.01, 0.55, -0.17], [-2.59, 0.82, -0.34], [-1.59, 0.29, -0.58], [2.97, 1.01, -0.04]]}

***

(6)
{"formula": "C4H3N", "method": "wB97M-V/def2-TZVPD", "fmax_ev_per_a": 1.11, "smiles": "CC#CC#N", "gap_ev": 10.6, "homo_ev": -10.363, "charge": 0, "de_lowest_ev": 1.088, "species": ["H", "H", "N", "H", "C", "C", "C", "C"], "positions_angstrom": [[-1.01, -0.89, -0.13], [-2.03, 0.45, 0.45], [2.57, -1.31, 0.64], [-1.61, 0.29, -1.31], [0.03, 0.77, -0.04], [2.10, -0.26, 0.46], [-1.27, 0.17, -0.28], [1.22, 0.79, 0.20]]}

***

> Number 2 is which compound?

C4H3IOS